# 1
Below is a structure of composition C22H33IN7O3SSiV at a distorted geometry, with properties calculated with wB97M-V/def2-TZVPD.

ORCA input file:
```
! wB97M-V def2-TZVPD RIJCOSX def2/J DEFGRID3
* xyz -1 4
V 0.187 1.398 -0.492
N 1.948 4.368 -0.043
C 2.274 4.622 1.354
C 1.464 3.757 2.322
N 1.459 2.332 1.966
C 2.748 1.676 2.185
C 3.619 1.737 0.941
N 2.923 1.085 -0.167
H 1.836 5.204 -0.595
H 2.589 3.764 -0.538
H 3.338 4.490 1.565
H 2.049 5.661 1.592
H 1.883 3.905 3.327
H 0.429 4.095 2.335
H 0.735 1.883 2.508
H 3.293 2.127 3.023
H 2.580 0.626 2.442
H 3.806 2.775 0.673
H 4.589 1.293 1.173
H 3.352 1.281 -1.064
H 2.941 0.082 -0.043
I 0.841 2.495 -2.804
C -2.164 -0.259 -2.933
Si -2.761 0.032 -1.197
C -4.599 0.286 -1.423
C -2.652 -1.532 -0.188
N -1.837 1.302 -0.466
C -2.312 2.486 0.101
C -1.372 3.455 0.526
C -1.741 4.660 1.096
C -3.080 4.981 1.281
C -4.029 4.046 0.879
C -3.666 2.834 0.307
H -2.235 -1.322 -3.203
H -1.146 0.085 -3.112
H -2.811 0.305 -3.613
H -4.934 -0.557 -2.044
H -4.846 1.212 -1.952
H -5.165 0.252 -0.486
H -2.780 -2.426 -0.813
H -3.458 -1.527 0.556
H -1.704 -1.633 0.349
H -0.305 3.283 0.419
H -0.966 5.362 1.396
H -3.373 5.925 1.722
H -5.084 4.265 1.010
H -4.442 2.141 0.018
O 2.047 -8.293 -2.743
S 0.719 -7.770 -2.493
O 0.241 -6.811 -3.463
O -0.255 -8.738 -2.042
C 1.010 -6.770 -1.003
N 1.400 -7.427 0.108
C 1.675 -6.684 1.164
C 1.577 -5.297 1.163
C 1.148 -4.726 -0.011
N 0.865 -5.442 -1.088
C 0.989 -3.242 -0.173
C 0.963 -2.685 -1.439
C 0.803 -1.316 -1.587
N 0.648 -0.484 -0.542
C 0.706 -1.034 0.682
C 0.861 -2.384 0.906
H 1.996 -7.211 2.057
H 1.847 -4.715 2.034
H 1.054 -3.332 -2.304
H 0.808 -0.845 -2.557
H 0.607 -0.352 1.518
H 0.869 -2.755 1.923
*
```

Properties
Frontier orbital gap (alpha / beta) ... 6.3 / 6.7 eV
Total energy ... -3396.689753 Ha
HOMO level (alpha / beta) ... -4.87 / -5.41 eV
Energy above the lowest of the compared OMol25 structures with the same formula, charge and spin ... 51.1 kcal/mol

# 2
Below is a structure of composition C22H33N13O2PPtSe at a distorted geometry, with properties calculated with wB97M-V/def2-TZVPD.

ORCA input file:
```
! wB97M-V def2-TZVPD RIJCOSX def2/J DEFGRID3
* xyz 3 1
Pt -0.130 1.075 -0.687
C -4.519 -1.748 1.127
N -3.111 -1.374 0.960
C -2.052 -2.048 1.498
C -0.922 -1.412 1.077
N -1.296 -0.369 0.280
C -2.627 -0.353 0.229
P -3.638 0.879 -0.649
C -2.823 2.385 -0.033
N -1.516 2.630 -0.089
C -1.307 3.911 0.324
C -2.523 4.452 0.637
N -3.462 3.489 0.406
C -4.903 3.647 0.613
C -2.675 0.817 -2.191
N -1.348 0.956 -2.302
C -1.040 0.978 -3.637
C -2.200 0.839 -4.336
N -3.209 0.742 -3.422
C -4.622 0.535 -3.753
H -4.588 -2.499 1.908
H -4.910 -2.163 0.200
H -5.109 -0.881 1.413
H -2.177 -2.901 2.142
H 0.106 -1.650 1.289
H -0.328 4.354 0.364
H -2.784 5.436 0.985
H -5.084 4.616 1.068
H -5.277 2.871 1.276
H -5.432 3.600 -0.337
H -0.039 1.112 -4.007
H -2.381 0.823 -5.396
H -4.744 0.650 -4.826
H -5.243 1.269 -3.246
H -4.932 -0.467 -3.464
C 0.874 -0.814 4.736
C 2.288 -1.322 4.467
C 2.276 -2.664 3.740
C 3.148 -0.290 3.729
N 2.585 0.092 2.423
C 1.610 0.939 2.141
N 1.365 0.886 0.845
N 2.220 -0.065 0.355
N 2.948 -0.521 1.287
H 0.324 -1.544 5.327
H 0.310 -0.660 3.809
H 0.883 0.121 5.299
H 2.785 -1.455 5.431
H 1.874 -2.573 2.726
H 1.655 -3.375 4.283
H 3.278 -3.088 3.670
H 4.136 -0.697 3.522
H 3.252 0.621 4.317
H 1.147 1.606 2.850
O 0.981 2.824 -1.139
N 1.517 3.173 -2.252
O 1.763 2.365 -3.084
C 2.207 -3.726 -2.093
N 3.252 -2.706 -2.021
C 4.574 -2.955 -1.807
C 5.224 -1.757 -1.863
N 4.287 -0.803 -2.118
C 4.560 0.619 -2.322
C 3.075 -1.382 -2.210
Se 1.468 -0.538 -2.610
H 2.672 -4.702 -1.996
H 1.697 -3.666 -3.050
H 1.487 -3.576 -1.292
H 4.965 -3.944 -1.643
H 6.271 -1.535 -1.752
H 5.633 0.760 -2.405
H 4.178 1.198 -1.484
H 4.077 0.954 -3.237
*
```

Properties
Frontier orbital gap (alpha / beta) ... 5.8 / 5.8 eV
Total energy ... -4581.546788 Ha
HOMO level (alpha / beta) ... -16.20 / -16.20 eV
Energy above the lowest of the compared OMol25 structures with the same formula, charge and spin ... 46.0 kcal/mol

# 3
Below is the molecule C22H33N3O4S at a distorted geometry, with properties calculated with wB97M-V/def2-TZVPD.

ORCA input file:
```
! wB97M-V def2-TZVPD RIJCOSX def2/J DEFGRID3
* xyz 0 1
C 2.054 -0.179 3.401
N 0.654 0.176 3.506
C -0.051 -0.504 4.571
S -0.192 0.072 2.065
O 0.653 0.622 1.041
O -0.721 -1.238 1.852
N -1.462 1.074 2.463
C -2.703 0.793 1.768
C -2.646 1.268 0.318
C -2.301 2.765 0.279
O -2.275 3.308 -1.027
C -1.307 3.023 -1.954
C -1.373 3.827 -3.095
C -0.479 3.653 -4.131
C 0.501 2.680 -4.046
C 0.584 1.879 -2.914
C 1.651 0.830 -2.900
O 2.157 0.434 -3.938
N 2.039 0.374 -1.691
C 3.019 -0.680 -1.557
C 2.615 -1.694 -0.492
C 1.408 -2.545 -0.794
C 0.657 -2.435 -1.879
C -0.550 -3.280 -2.158
C -0.605 -4.511 -1.260
C -0.304 -4.106 0.177
C 1.120 -3.571 0.272
C -0.325 2.043 -1.872
C -1.038 3.093 1.088
C -1.120 2.480 2.487
H 2.574 0.169 4.293
H 2.199 -1.260 3.296
H 2.456 0.326 2.527
H -0.043 -1.590 4.433
H -1.080 -0.152 4.558
H 0.413 -0.251 5.523
H -2.852 -0.286 1.812
H -3.509 1.294 2.313
H -3.609 1.112 -0.172
H -1.899 0.673 -0.205
H -3.145 3.304 0.737
H -2.145 4.579 -3.141
H -0.547 4.280 -5.007
H 1.207 2.519 -4.845
H 1.585 0.663 -0.838
H 3.133 -1.150 -2.537
H 3.986 -0.240 -1.277
H 2.414 -1.152 0.437
H 3.468 -2.355 -0.305
H 0.872 -1.697 -2.637
H -1.445 -2.668 -1.999
H -0.548 -3.577 -3.210
H 0.141 -5.237 -1.592
H -1.587 -4.983 -1.330
H -0.990 -3.319 0.494
H -0.428 -4.958 0.849
H 1.837 -4.394 0.176
H 1.268 -3.116 1.255
H -0.257 1.387 -1.022
H -0.936 4.177 1.164
H -0.154 2.704 0.589
H -0.157 2.558 2.995
H -1.882 2.990 3.086
*
```

Properties
Frontier orbital gap ... 8.8 eV
Total energy ... -1721.537722 Ha
HOMO level ... -8.42 eV
Energy above the lowest of the compared OMol25 structures with the same formula, charge and spin ... 43.2 kcal/mol
SMILES string ... CN(C)S(=O)(=O)N1CCC(Oc2cccc(C(=O)NCCC3=CCCCC3)c2)CC1

# 4
Below is the molecule C22H33N3O6S at a distorted geometry, with properties calculated with wB97M-V/def2-TZVPD.

ORCA input file:
```
! wB97M-V def2-TZVPD RIJCOSX def2/J DEFGRID3
* xyz 0 1
C -4.240 -1.322 2.382
C -3.832 -1.750 0.973
C -4.732 -1.109 -0.081
O -2.481 -1.350 0.730
C -1.509 -2.378 0.773
C -1.357 -3.093 -0.576
C -0.620 -2.218 -1.581
N -1.329 -0.962 -1.767
C -0.784 0.037 -2.471
O 0.204 -0.082 -3.170
C -1.519 1.381 -2.386
N -2.073 1.714 -1.086
C -3.341 2.206 -1.028
O -4.068 2.291 -1.993
C -3.756 2.716 0.346
O -3.269 1.959 1.432
C -1.964 1.587 1.330
C -1.287 1.230 2.488
C 0.020 0.779 2.418
C 0.656 0.752 1.194
S 2.234 -0.073 0.984
O 1.915 -1.375 0.465
O 2.954 -0.001 2.225
N 2.942 0.817 -0.211
C 3.321 0.175 -1.452
C 4.409 -0.898 -1.309
C 5.394 -0.622 -0.172
C 5.920 0.818 -0.126
C 5.067 1.714 0.773
C 3.670 1.989 0.212
C 0.008 1.137 0.038
C -1.325 1.518 0.082
H -5.253 -1.649 2.597
H -3.564 -1.757 3.115
H -4.186 -0.239 2.462
H -3.906 -2.843 0.889
H -5.765 -1.401 0.087
H -4.439 -1.421 -1.081
H -4.662 -0.027 -0.020
H -0.563 -1.895 1.033
H -1.759 -3.100 1.560
H -2.345 -3.358 -0.962
H -0.787 -4.009 -0.428
H -0.533 -2.719 -2.551
H 0.392 -2.014 -1.209
H -2.035 -0.770 -1.066
H -2.361 1.372 -3.087
H -0.817 2.158 -2.709
H -3.407 3.759 0.427
H -4.846 2.711 0.418
H -1.817 1.275 3.425
H 0.553 0.450 3.296
H 3.654 0.970 -2.124
H 2.424 -0.273 -1.886
H 4.943 -0.968 -2.259
H 3.933 -1.859 -1.116
H 6.232 -1.314 -0.282
H 4.907 -0.847 0.778
H 5.972 1.233 -1.135
H 6.934 0.812 0.278
H 5.567 2.674 0.919
H 4.958 1.233 1.746
H 3.734 2.664 -0.648
H 3.061 2.470 0.983
H 0.556 1.097 -0.887
*
```

Properties
Frontier orbital gap ... 9.3 eV
Total energy ... -1872.041363 Ha
HOMO level ... -8.68 eV
Energy above the lowest of the compared OMol25 structures with the same formula, charge and spin ... 18.2 kcal/mol
SMILES string ... CC(C)OCCCNC(=O)CN1C(=O)COc2ccc(S(=O)(=O)N3CCCCCC3)cc21

# 5
Below is the molecule C22H33N5O3, with properties calculated with wB97M-V/def2-TZVPD.

ORCA input file:
```
! wB97M-V def2-TZVPD RIJCOSX def2/J DEFGRID3
* xyz 0 1
C 0.635 -3.069 -1.759
C 2.126 -3.024 -1.458
C 2.657 -1.587 -1.383
N 2.019 -0.815 -0.352
C 1.180 0.259 -0.493
C 0.858 0.899 -1.801
N -0.027 0.057 -2.597
C -1.350 -0.098 -2.011
C -2.243 1.137 -2.188
N -2.290 1.516 -3.586
C -3.451 1.434 -4.270
O -4.518 1.153 -3.773
O -3.296 1.732 -5.584
C -4.500 1.721 -6.348
C -4.175 2.192 -7.753
C -0.993 1.724 -4.187
C -0.138 0.463 -3.986
N 0.721 0.708 0.641
C 1.270 -0.087 1.612
C 1.118 -0.035 2.992
C 1.822 -0.959 3.745
N 1.747 -1.006 5.145
C 1.032 -0.217 5.997
O 0.304 0.685 5.654
C 1.284 -0.571 7.465
C 0.094 -0.138 8.315
C 2.562 0.145 7.909
C 2.664 -1.901 3.130
C 2.819 -1.963 1.762
C 2.102 -1.053 1.000
H 0.415 -2.521 -2.672
H 0.070 -2.618 -0.948
H 0.305 -4.098 -1.876
H 2.681 -3.543 -2.242
H 2.320 -3.535 -0.514
H 3.737 -1.606 -1.191
H 2.475 -1.092 -2.338
H 0.431 1.884 -1.566
H 1.780 1.053 -2.370
H -1.824 -0.956 -2.498
H -1.237 -0.312 -0.948
H -1.851 1.976 -1.603
H -3.260 0.922 -1.863
H -4.910 0.705 -6.354
H -5.234 2.378 -5.867
H -5.078 2.190 -8.356
H -3.441 1.532 -8.210
H -3.767 3.199 -7.726
H -0.514 2.584 -3.703
H -1.115 1.937 -5.247
H -0.606 -0.366 -4.528
H 0.863 0.622 -4.395
H 0.481 0.699 3.453
H 2.319 -1.725 5.564
H 1.425 -1.654 7.559
H 0.299 -0.301 9.370
H -0.795 -0.700 8.038
H -0.107 0.917 8.149
H 2.434 1.221 7.811
H 2.780 -0.084 8.950
H 3.415 -0.156 7.302
H 3.210 -2.597 3.752
H 3.485 -2.687 1.317
*
```

Properties
Frontier orbital gap ... 8.6 eV
Total energy ... -1357.693630 Ha
HOMO level ... -7.92 eV
Energy above the lowest of the compared OMol25 structures with the same formula, charge and spin ... 2.9 kcal/mol
SMILES string ... CCCn1c(CN2CCN(C(=O)OCC)CC2)nc2cc(NC(=O)C(C)C)ccc21

# 6
Below is a cluster of 8 separate species, C22H33N5O6 in total at a distorted geometry, with properties calculated with wB97M-V/def2-TZVPD.

ORCA input file:
```
! wB97M-V def2-TZVPD RIJCOSX def2/J DEFGRID3
* xyz 0 1
O 4.971 3.152 -0.051
C 3.846 3.609 0.090
C 2.695 3.589 -0.827
C 1.500 3.906 0.040
C 2.209 4.742 1.126
O 3.521 4.261 1.241
H 3.019 4.344 -1.543
H 2.677 2.664 -1.402
H 0.711 4.459 -0.469
H 1.162 2.918 0.353
H 2.252 5.805 0.890
H 1.602 4.538 2.008
O 3.252 -4.336 -0.736
C 2.723 -3.718 0.130
C 1.830 -2.574 0.059
C 1.714 -2.105 1.493
C 2.696 -3.031 2.260
O 2.889 -4.149 1.403
H 2.246 -1.828 -0.618
H 0.869 -2.890 -0.346
H 1.794 -1.019 1.546
H 0.730 -2.386 1.870
H 3.693 -2.610 2.390
H 2.299 -3.301 3.239
O -0.587 -0.935 -4.911
C 0.019 -1.956 -4.582
C 0.354 -2.379 -3.213
C 1.469 -3.336 -3.494
C 1.181 -3.876 -4.896
O 0.440 -2.825 -5.478
H 0.642 -1.524 -2.600
H -0.451 -2.881 -2.676
H 2.423 -2.812 -3.439
H 1.557 -4.141 -2.764
H 2.100 -3.970 -5.475
H 0.751 -4.873 -4.797
C -2.916 0.735 -3.742
C -2.952 -0.304 -2.722
N -2.949 -1.169 -1.984
H -3.524 0.371 -4.570
H -1.889 0.892 -4.071
H -3.229 1.743 -3.469
C -4.154 -0.565 1.475
C -4.943 0.423 2.101
N -5.558 1.249 2.612
H -4.011 -0.228 0.448
H -4.629 -1.545 1.434
H -3.243 -0.720 2.053
C -0.836 0.798 -0.650
C -0.448 0.701 0.757
N -0.162 0.593 1.868
H -0.322 1.652 -1.092
H -1.920 0.889 -0.720
H -0.557 -0.131 -1.146
C -2.464 3.780 2.697
C -2.914 3.240 1.444
N -3.295 2.833 0.436
H -1.811 4.648 2.601
H -1.870 3.012 3.191
H -3.308 3.961 3.362
C -0.762 -1.204 5.004
C -0.017 -0.282 5.863
N 0.584 0.429 6.603
H -0.497 -1.011 3.964
H -1.835 -1.135 5.180
H -0.363 -2.188 5.251
*
```

Properties
Frontier orbital gap ... 10.6 eV
Total energy ... -1583.266249 Ha
HOMO level ... -10.51 eV
SMILES string ... O=C1CCCO1.O=C1CCCO1.O=C1CCCO1.CC#N.CC#N.CC#N.CC#N.CC#N

# 7
Below is a structure of composition C22H33N9OSScSiTe, with properties calculated with wB97M-V/def2-TZVPD.

ORCA input file:
```
! wB97M-V def2-TZVPD RIJCOSX def2/J DEFGRID3
* xyz 0 2
Sc -0.224 -0.850 -0.002
C 0.402 -3.505 -2.837
C 0.153 -2.077 -3.219
C 0.288 -1.649 -4.526
C 0.095 -0.297 -4.806
C -0.270 0.578 -3.813
C -0.472 0.080 -2.506
N -0.206 -1.225 -2.246
N -0.908 0.760 -1.413
Si -1.508 2.375 -1.582
C -2.944 2.461 -2.795
C -2.227 3.006 0.035
C -0.161 3.583 -2.134
H 1.454 -3.641 -2.582
H 0.162 -4.171 -3.665
H -0.194 -3.782 -1.968
H 0.553 -2.354 -5.300
H 0.230 0.068 -5.818
H -0.412 1.627 -4.028
H -3.774 1.845 -2.441
H -2.682 2.117 -3.796
H -3.305 3.489 -2.880
H -1.553 2.913 0.888
H -3.169 2.515 0.288
H -2.455 4.068 -0.094
H -0.257 3.834 -3.192
H 0.830 3.146 -1.992
H -0.200 4.516 -1.567
O 1.415 0.375 0.526
N 2.661 -0.026 0.810
C 3.509 0.915 1.287
C 4.801 0.614 1.603
C 5.244 -0.703 1.415
C 4.383 -1.633 0.903
C 3.050 -1.307 0.559
S 1.979 -2.416 -0.148
H 3.082 1.897 1.393
H 5.447 1.388 1.986
H 6.259 -0.981 1.662
H 4.687 -2.654 0.727
N 0.477 -2.559 4.079
C 0.751 -1.569 3.231
N 0.019 -1.713 2.149
C -0.707 -2.861 2.384
N -0.452 -3.403 3.562
C -1.610 -3.315 1.361
C -2.489 -4.376 1.522
N -3.346 -4.782 0.600
C -3.305 -4.042 -0.560
C -2.451 -3.005 -0.766
N -1.539 -2.595 0.171
H 0.868 -2.738 4.986
H 1.464 -0.784 3.427
H -2.485 -4.912 2.466
H -4.003 -4.327 -1.337
H -2.457 -2.466 -1.706
N -1.970 0.092 1.264
H -1.748 0.915 1.818
H -2.385 -0.598 1.883
H -2.670 0.356 0.579
C 1.065 3.587 1.398
Te 0.559 2.322 3.035
C 0.337 3.933 4.409
H 2.035 4.049 1.569
H 0.303 4.354 1.287
H 1.092 2.953 0.514
H -0.447 4.602 4.062
H 1.277 4.470 4.504
H 0.056 3.516 5.373
*
```

Properties
Frontier orbital gap (alpha / beta) ... 5.1 / 7.5 eV
Total energy ... -3142.783682 Ha
HOMO level (alpha / beta) ... -5.14 / -7.57 eV
Energy above the lowest of the compared OMol25 structures with the same formula, charge and spin ... 0.0 kcal/mol